No. 1
Below is C27H35MoN5S3 as an isolated structure, with properties calculated with the ωB97M-V functional and the def2-TZVPD basis.

Each line ends with the Löwdin spin population.
Cartesian coordinates (Å):
H: 0.90 -0.24 -6.06  0.00
C: 1.86 -1.72 6.50  0.00
H: -3.40 -2.45 2.59  0.00
H: -0.77 -0.05 -5.44  0.00
N: -2.55 -1.49 0.92  -0.03
C: -0.71 -5.41 0.36  0.00
H: 4.02 -1.67 3.88  0.00
H: 2.19 -0.36 2.89  0.00
H: -3.44 -0.68 2.59  0.00
H: -3.12 -2.31 -0.98  0.00
H: -0.99 0.50 4.79  0.00
H: 1.83 0.99 -4.13  0.00
C: -1.62 -0.53 0.44  0.02
H: -1.74 2.34 -5.44  0.00
H: -1.09 -7.41 1.05  0.00
C: -0.72 2.72 -5.47  0.00
S: -1.36 -0.27 -1.21  -0.01
N: 2.55 4.07 -0.09  -0.01
C: 0.82 -0.97 5.95  0.00
H: -0.91 1.29 -3.02  0.01
H: -3.50 -6.99 1.46  0.00
C: 3.12 -1.48 4.46  0.00
H: 2.59 3.61 -3.47  0.00
C: -1.52 -1.53 3.12  0.00
C: -1.52 -6.43 0.85  0.00
S: 2.49 1.67 -1.20  0.01
H: -0.79 3.59 -3.49  0.00
C: 2.64 6.15 -1.17  -0.02
N: 0.03 1.67 -3.30  0.06
C: 2.59 4.14 -2.52  -0.01
H: -1.74 -1.63 4.19  0.00
H: 0.79 -0.28 -3.49  0.00
H: -0.86 -2.34 2.81  0.00
C: -1.25 -4.15 0.10  0.00
H: 2.67 7.24 -1.16  0.00
C: -3.41 -4.93 0.83  0.00
C: 3.01 -1.97 5.76  0.00
C: 0.78 0.66 -4.06  0.01
C: -3.19 -2.52 0.09  0.00
C: -2.87 -6.19 1.08  0.00
S: 0.04 1.68 1.19  0.03
C: 2.08 -0.74 3.90  0.00
H: -0.07 -0.78 6.55  0.00
C: -0.14 2.92 -4.06  0.01
H: -1.03 3.15 -1.20  -0.06
H: 0.83 3.42 -4.13  0.00
C: -2.61 -3.89 0.34  0.00
C: 2.60 5.44 -0.04  -0.01
C: -0.20 0.35 4.05  0.00
N: -0.83 -0.27 2.87  0.05
H: 2.52 3.54 0.78  0.00
C: 2.64 5.48 -2.45  0.00
H: -0.60 -3.37 -0.29  0.00
H: 3.83 -2.54 6.19  0.00
H: -4.26 -2.50 0.33  0.00
N: 0.11 1.70 -6.22  0.00
H: -0.68 3.64 -6.06  0.00
C: 0.92 -0.48 4.64  0.00
C: -0.79 0.26 1.56  0.01
Mo: 0.03 1.67 -1.20  1.90
H: -4.47 -4.77 1.02  0.00
C: 2.54 3.34 -1.26  0.01
H: 1.78 -2.09 7.52  0.00
H: -0.30 1.54 -7.15  0.00
H: 0.20 1.35 3.84  0.00
C: 0.23 0.40 -5.47  0.00
H: 0.35 -5.60 0.17  0.00
H: 1.05 2.09 -6.37  0.00
C: -2.83 -1.55 2.34  0.00
H: 2.67 6.08 -3.35  0.00
H: 2.59 5.90 0.94  0.00

<S²>   2.0545
Largest force on an atom   0.113 hartree/bohr
E_LUMO (spin up / spin down)   -13.659 / -13.019 eV
HOMO level (spin up / spin down)   -0.644 / -0.644 hartree
Energy   -2584.886290 Ha
Total charge   +4
Multiplicity   3

***

No. 2
Below is a 3-piece molecular cluster, C27H35NO7S overall, with properties calculated with the ωB97M-V functional and the def2-TZVPD basis.

Each line ends with the Mulliken charge.
Cartesian coordinates (Å):
H: 8.71 1.23 -0.23  0.37
C: 2.17 -6.14 -1.27  -0.53
H: 6.82 2.87 -1.16  0.33
H: -7.12 -2.42 -0.49  0.31
C: -2.63 2.61 1.22  0.24
C: 3.21 1.23 0.30  0.38
H: -4.54 -0.78 -0.38  -0.02
C: 1.01 -5.17 -1.28  0.52
C: 5.33 1.34 -0.98  -0.75
H: 7.60 1.95 0.93  0.25
H: 4.75 1.76 -1.81  0.35
H: -4.15 0.19 3.06  0.55
H: -1.71 4.49 0.82  0.49
H: 4.10 3.51 1.44  0.45
H: 2.38 -6.60 -2.24  0.29
O: -3.56 5.77 -0.63  -0.54
H: -1.09 -4.96 -0.87  0.33
H: -4.24 2.61 2.63  0.43
H: 2.25 3.08 -0.31  0.34
C: 6.79 1.78 -1.10  -0.49
O: 1.42 -4.25 -0.25  -0.30
C: -3.45 0.64 2.37  -0.74
C: 0.62 0.14 0.18  -0.20
N: -0.71 -0.40 0.08  -0.27
H: 7.35 0.29 0.38  0.27
H: -2.65 6.09 -0.64  0.33
C: 2.97 -0.10 0.63  -0.71
H: -4.56 4.08 -0.18  0.28
H: -5.67 -0.80 -2.60  0.39
C: -5.63 -0.84 -0.46  0.97
C: -6.11 -2.24 -0.13  -0.52
O: -6.12 -2.23 1.30  -0.34
H: -0.66 -6.42 -1.77  0.39
C: -6.11 -0.26 -1.76  -1.56
H: -5.44 -3.03 -0.49  0.31
C: -2.52 -0.15 1.71  -0.58
C: 2.13 2.02 -0.07  -0.63
H: 3.79 -0.74 0.93  0.48
H: 5.75 3.54 0.82  0.42
C: 4.73 3.24 0.59  -1.90
H: 7.19 1.39 -2.03  0.38
H: -5.83 0.79 -1.84  0.34
H: -7.20 -0.32 -1.84  0.38
C: -3.50 2.00 2.12  -0.84
H: 5.28 0.25 -1.08  0.39
C: -0.35 -5.75 -0.97  -1.44
C: -3.52 4.38 -0.32  -0.27
H: 0.98 -4.61 -2.22  0.26
O: -6.48 -0.62 2.83  -0.54
C: -1.70 1.80 0.56  1.02
C: -6.28 -0.95 1.71  0.70
C: 1.69 -0.64 0.58  -1.01
H: -3.11 3.81 -1.16  0.28
H: -0.97 -0.35 -0.90  0.35
O: 3.42 -3.48 0.43  -0.49
S: -0.54 2.47 -0.60  -0.31
H: -0.32 -6.31 -0.03  0.36
H: -3.18 4.61 1.79  0.41
H: 5.11 1.22 1.16  0.40
H: 4.38 3.81 -0.27  0.31
C: -2.72 4.09 0.95  -1.38
O: -6.17 -0.11 0.66  -0.37
C: 4.63 1.74 0.33  0.78
C: -1.65 0.43 0.79  -0.07
O: 3.27 -5.30 -0.89  -0.34
C: 7.66 1.29 0.06  -1.11
H: 1.52 -1.68 0.84  0.50
C: 2.77 -4.27 -0.17  0.64
C: 0.85 1.48 -0.13  0.45
H: 2.04 -6.92 -0.52  0.31
H: -2.45 -1.21 1.89  0.51

ΔE to the lowest compared entry with this formula, charge and spin   0.0 kJ/mol
Largest force on an atom   0.005 hartree/bohr
E_LUMO   0.250 eV
HOMO level   -0.300 hartree
Energy   -2029.520293 Ha
Total charge   0
Multiplicity   1
SMILES   CCC[C@@H](C)c1ccc2c(c1)Sc1c(CCO)cccc1N2.C[C@@H]1COC(=O)O1.C[C@@H]1COC(=O)O1

***

No. 3
Below is C27H36AuN7 as an isolated structure, with properties calculated with the ωB97M-V functional and the def2-TZVPD basis.

Each line ends with the Mulliken charge.
Cartesian coordinates (Å):
H: -2.97 4.69 -2.78  0.34
C: -1.95 4.56 -0.10  -1.09
H: 0.39 -0.68 5.15  0.44
H: -1.99 3.21 -4.37  0.32
N: -0.87 1.67 -0.53  1.73
Au: -1.47 -1.11 -1.08  0.45
H: -0.55 -4.63 3.00  0.37
C: -1.92 4.50 -2.60  -0.62
C: 4.34 -2.08 0.93  -0.92
C: 1.20 0.27 -1.09  0.78
C: -0.38 -2.79 4.17  -0.74
H: 3.83 1.96 -2.49  0.49
H: 2.74 -4.31 -1.79  0.44
H: -3.32 -2.92 1.21  0.31
C: 1.35 2.70 -0.32  -0.82
C: 2.95 1.78 -1.89  -0.86
H: -5.48 -1.56 -2.11  0.28
C: 5.01 -3.21 0.45  -0.37
H: 4.79 -1.48 1.71  0.44
C: -1.16 2.60 -1.51  -0.62
N: -1.39 -2.95 2.07  0.21
H: -2.01 5.61 -0.38  0.44
H: -0.76 -2.80 5.19  0.42
H: -2.08 -4.09 3.70  0.36
H: 5.98 -3.47 0.86  0.43
H: -2.25 0.91 2.51  0.63
H: -1.44 0.83 -4.05  0.33
C: -1.29 3.54 -3.61  -0.60
C: -2.35 -3.43 1.11  -0.88
C: 2.37 0.57 -1.89  -1.22
H: -0.25 0.39 -2.82  0.07
N: -0.62 -1.49 3.55  0.02
H: -2.80 1.43 0.23  0.43
H: -1.84 2.61 1.13  0.31
C: -3.40 -1.30 -1.61  -0.19
N: -1.51 -0.72 1.42  -0.11
N: -1.74 3.79 -1.32  0.10
H: -2.89 4.29 0.39  0.34
C: 3.11 -1.75 0.41  0.08
N: -0.89 2.40 -2.79  0.19
C: 3.19 -3.69 -1.03  -0.57
H: 0.24 1.38 -4.20  0.34
C: 2.45 2.87 -1.06  -0.87
H: 0.98 -0.09 3.60  0.26
C: 0.08 -0.37 4.15  -0.97
H: 0.61 1.04 0.74  0.04
H: -1.40 5.45 -2.55  0.43
H: -2.00 -3.30 0.08  0.06
N: -4.53 -1.42 -1.84  -0.08
H: 4.96 -4.89 -0.88  0.43
C: -1.48 0.68 1.77  -1.50
H: 2.76 -0.22 -2.51  0.57
C: 2.53 -2.53 -0.59  0.85
H: -2.50 -4.49 1.28  0.48
C: 4.44 -4.01 -0.52  -0.72
H: 2.57 -0.89 0.81  0.48
C: 0.64 -0.98 -1.12  0.26
H: -0.56 0.50 4.28  0.39
H: 0.98 3.50 0.31  0.42
H: -1.12 4.45 0.60  0.38
H: 0.80 -2.99 -1.78  0.51
H: 0.69 -3.01 4.20  0.35
C: 0.58 1.42 -0.28  0.91
C: -1.81 1.64 0.63  -0.77
C: -1.18 -1.62 2.31  0.16
H: -0.41 3.96 -4.12  0.36
H: -0.54 1.01 2.22  0.39
C: -1.14 -3.76 3.26  -0.65
C: -0.56 1.17 -3.50  -0.64
C: 1.28 -2.18 -1.23  -1.51
H: 2.98 3.81 -1.06  0.51

ΔE to the lowest compared entry with this formula, charge and spin   110.8 kJ/mol
Largest force on an atom   0.011 hartree/bohr
E_LUMO (spin up / spin down)   -6.771 / -6.771 eV
HOMO level (spin up / spin down)   -0.484 / -0.484 hartree
Energy   -1568.812018 Ha
Total charge   +2
Multiplicity   1